No. 1
54
Properties=species:S:1:pos:R:3:mulliken_charge:R:1 method="wB97M-V/def2-TZVPD" e_tot_ha=-1959.33281 charge=+1 gap_ev=1.06 homo_ev=-9.707
N 3.7924 -2.3586 2.4523 -0.465
C 5.0327 -1.6908 2.1144 0.335
O 6.0832 -2.0485 2.5977 -0.554
C 5.1159 -0.4705 1.1081 -0.668
C 3.7211 -0.0083 0.5250 -0.589
C 3.0161 1.1927 1.2874 -0.111
C 1.8120 0.6057 2.1190 -0.870
O 0.8497 0.1437 1.1514 -0.258
C -0.2868 -0.4231 1.7809 -0.412
Cl -1.7046 -0.0648 0.6636 -0.231
N 3.9245 2.0672 2.0520 -0.155
C 4.0229 1.7075 3.4314 0.580
O 3.2850 2.1581 4.3044 -0.417
O 4.9464 0.8982 3.8607 -0.404
H 3.9743 -3.3328 2.7269 0.331
H 3.4562 -1.9314 3.3284 0.230
H 5.7468 0.3505 1.5273 0.326
H 5.6995 -0.8813 0.2316 0.379
H 3.9124 0.3321 -0.5327 0.417
H 3.0658 -0.9230 0.4940 0.223
H 2.5508 1.8410 0.4905 0.445
H 2.1410 -0.2524 2.7747 0.241
H 1.3237 1.3706 2.7828 0.563
H -0.1563 -1.5410 1.7317 0.292
H -0.4872 -0.0514 2.8140 0.450
H 3.6135 3.0482 2.0173 0.404
C -1.7379 -3.5857 -1.5926 -1.120
C -0.8267 -2.4235 -1.9326 0.050
O -0.2744 -2.5610 -3.2598 -0.395
C -1.0979 -2.3017 -4.2546 0.890
O -2.2593 -1.9638 -4.1695 -0.537
O -0.4451 -2.5124 -5.4153 -0.332
C -1.2815 -2.3514 -6.5335 -0.333
H -1.2137 -4.5350 -1.7237 0.326
H -2.0852 -3.5107 -0.5616 0.348
H -2.6117 -3.6122 -2.2457 0.282
H 0.0194 -2.4165 -1.2459 0.206
H -1.3353 -1.4645 -1.8291 0.251
H -1.7720 -1.3757 -6.5304 0.417
H -2.0209 -3.1530 -6.5467 -0.126
H -0.6723 -2.4308 -7.4323 0.345
C -5.4201 3.6203 2.0905 -0.373
C -4.5154 2.5984 1.8292 -0.313
C -3.7089 2.6551 0.6991 0.435
C -3.8009 3.7401 -0.1655 -0.603
C -4.7030 4.7638 0.0978 -0.321
C -5.5156 4.7021 1.2233 -0.433
H -6.0512 3.5740 2.9703 0.360
H -4.4393 1.7556 2.5073 0.364
H -3.0078 1.8535 0.4931 -0.139
H -3.1685 3.7873 -1.0448 0.354
H -4.7734 5.6104 -0.5754 0.365
H -6.2228 5.4978 1.4256 0.358
Mg -3.4898 -3.7500 -6.2840 0.589

No. 2
71
Properties=species:S:1:pos:R:3:mulliken_charge:R:1 method="wB97M-V/def2-TZVPD" e_tot_ha=-2085.30801 charge=+3 gap_ev=6.92 homo_ev=-15.651 relative_energy_ev=0.000
Zr -0.1011 -0.9141 0.1822 0.780
N -1.8106 -4.3182 -1.8837 -0.004
C -2.8323 -4.1177 -0.9781 -0.567
C -2.5173 -2.9840 -0.3136 -0.650
N -1.3087 -2.4873 -0.8069 0.271
C -0.9183 -3.3453 -1.7548 -0.505
H -1.7415 -5.0794 -2.5460 0.255
H -3.6688 -4.7899 -0.9046 0.431
H -3.0542 -2.4880 0.4778 0.501
H -0.0084 -3.2696 -2.3291 0.470
S -1.9582 5.0269 -2.1197 -0.135
C -1.6970 3.4558 -1.4808 1.340
C -0.9623 3.3624 -0.2771 -1.163
C -0.7160 2.1376 0.2727 -0.251
N -1.1465 0.9782 -0.2909 -0.148
C -1.8611 1.0713 -1.4364 -0.935
C -2.1543 2.2555 -2.0568 -0.496
C -2.9603 4.7197 -3.5523 0.082
C -2.4041 4.7382 -4.8215 -0.010
C -3.2553 4.5334 -5.9022 -0.396
N -4.5593 4.3219 -5.7801 -0.516
C -5.0788 4.3271 -4.5564 -0.365
C -4.3282 4.5239 -3.4054 -0.048
H -0.5999 4.2503 0.2221 0.482
H -0.1569 2.0596 1.1991 0.453
H -2.2109 0.1378 -1.8675 0.424
H -2.7371 2.2558 -2.9663 0.438
H -1.3497 4.9216 -4.9750 0.427
H -2.8617 4.5454 -6.9116 0.383
H -6.1497 4.1758 -4.4899 0.389
H -4.8036 4.5411 -2.4342 0.439
C 2.6081 2.3655 -2.1008 -0.722
C 1.5679 1.6594 -2.6701 -0.779
C 1.2968 0.3623 -2.2286 0.072
C 2.0453 -0.1952 -1.1955 0.009
C 3.0898 0.5339 -0.6016 -0.357
C 3.3698 1.7990 -1.0717 -0.796
N 1.6053 -1.4478 -0.6665 0.260
C 2.4381 -2.4894 -0.1730 0.702
C 3.7591 -2.6689 -0.5557 -0.443
C 4.4687 -3.7424 -0.0302 -0.712
C 3.8734 -4.6338 0.8500 -0.542
C 2.5403 -4.4676 1.2120 -1.249
C 1.8277 -3.3956 0.6965 -0.108
H 2.8533 3.3550 -2.4616 0.485
H 0.9901 2.0848 -3.4793 0.586
H 0.5464 -0.2393 -2.7364 0.554
H 3.6683 0.1018 0.2044 0.611
H 4.1853 2.3625 -0.6392 0.449
H 4.2313 -1.9924 -1.2553 0.578
H 5.4982 -3.8886 -0.3271 0.429
H 4.4400 -5.4699 1.2350 0.451
H 2.0576 -5.1815 1.8654 0.495
H 0.7664 -3.3126 0.9615 0.616
O 0.9334 -0.4364 2.1155 -0.617
C -0.0052 -0.9813 2.7732 1.231
O -1.0146 -1.4145 2.1482 -0.694
C 0.0675 -1.0926 4.2765 -0.268
N 1.4978 -1.1172 4.7378 -0.091
C 1.5105 -0.6104 6.1952 -0.600
C 0.1179 -0.0148 6.4112 -0.556
C -0.4923 0.1267 5.0162 -0.782
H -0.4150 -2.0133 4.6044 0.439
H 2.0439 -0.4911 4.1391 0.371
H 1.9224 -2.0418 4.6536 0.391
H 2.3327 0.0961 6.2665 0.378
H 1.7255 -1.4699 6.8241 0.336
H 0.1766 0.9412 6.9258 0.378
H -0.4837 -0.6852 7.0230 0.343
H -0.1527 1.0410 4.5229 0.345
H -1.5797 0.1185 5.0216 0.428

No. 3
83
Properties=species:S:1:pos:R:3:mulliken_charge:R:1 method="wB97M-V/def2-TZVPD" spin_multiplicity=2 e_tot_ha=-6123.83182 charge=+2 gap_ev="6.73 / 6.34" homo_ev="-12.151 / -12.295" relative_energy_ev=2.979
W -0.2265 -0.9726 2.5068 -0.601
Cl -7.0183 -1.5053 5.5756 -0.187
C -5.5638 -1.3566 4.6461 -0.004
C -5.5957 -1.6310 3.2731 -0.610
C -4.4641 -1.5243 2.4956 -0.955
C -3.2609 -1.1414 3.0989 -0.120
O -2.1726 -1.0279 2.3452 0.487
C -3.2297 -0.8734 4.4643 0.816
C -2.0083 -0.4277 5.0726 0.014
N -0.8399 -0.3460 4.5341 1.247
C 0.2526 0.1691 5.3416 0.524
C 0.2742 0.2950 6.6978 -0.732
C 1.4176 0.8434 7.3361 -1.058
C 2.4944 1.2597 6.6086 -0.836
C 2.4933 1.1142 5.1986 1.019
C 3.5337 1.5680 4.3487 -0.835
C 3.4339 1.4064 3.0010 -1.027
C 2.3263 0.7070 2.4830 -0.061
N 1.3499 0.2745 3.2514 0.968
C 1.3802 0.5307 4.5937 -0.158
C -4.3918 -0.9707 5.2454 -1.161
H -6.5331 -1.9292 2.8227 0.445
H -4.4834 -1.7340 1.4357 0.495
H -2.1039 -0.0971 6.1043 0.339
H -0.5492 -0.0249 7.3208 0.473
H 1.4157 0.9310 8.4130 0.424
H 3.3556 1.7010 7.0918 0.471
H 4.4019 2.0472 4.7833 0.490
H 4.2045 1.7430 2.3246 0.436
H 2.2750 0.4706 1.4295 0.470
H -4.3628 -0.7496 6.3041 0.494
C 0.7934 4.4723 -3.1554 -1.025
C -0.5675 3.9029 -2.8131 -1.054
N -0.4700 2.7084 -1.9380 0.166
C -0.6305 2.8633 -0.6258 0.033
C -0.5026 1.8375 0.2876 0.084
C -0.7662 2.0989 1.7395 -0.175
O -0.8864 3.2431 2.1168 -0.711
O -0.9292 1.0463 2.4808 -0.276
C -0.1401 0.5821 -0.1677 0.684
O 0.0770 -0.4157 0.6104 -0.238
C 0.0342 0.3791 -1.5866 0.388
C 0.3421 -0.8968 -2.0875 -0.397
C 0.4652 -1.0627 -3.4288 0.285
F 0.6978 -2.2874 -3.9251 -0.340
C 0.3213 0.0097 -4.3430 -1.367
C 0.0240 1.2567 -3.8437 -0.873
C -0.1427 1.4571 -2.4586 0.517
N 0.4637 -0.1517 -5.7474 0.276
C -0.7616 -0.0355 -6.5272 -0.502
C -0.4353 0.3246 -7.9612 -0.711
N 0.4918 -0.7223 -8.5291 -0.163
C 1.7371 -0.8564 -7.6833 -0.994
C 1.3261 -1.2031 -6.2677 -0.633
H 0.6710 5.3413 -3.8009 0.389
H 1.4227 3.7487 -3.6732 0.329
H 1.3167 4.7940 -2.2556 0.351
H -1.1443 3.6233 -3.6933 0.436
H -1.1747 4.6211 -2.2663 0.515
H -0.8820 3.8535 -0.2655 0.576
H 0.4282 -1.7390 -1.4115 0.547
H -0.0468 2.0807 -4.5373 0.673
H -1.4005 0.7469 -6.1215 0.456
H -1.3413 -0.9721 -6.4979 0.227
H 0.1068 1.2668 -8.0228 0.361
H -1.3202 0.3627 -8.5933 0.399
H 0.7345 -0.4994 -9.4958 0.354
H 0.0067 -1.6236 -8.5546 0.399
H 2.2436 0.1057 -7.7370 0.367
H 2.3567 -1.6286 -8.1345 0.439
H 2.2319 -1.2809 -5.6688 0.498
H 0.8425 -2.1884 -6.2553 0.460
C 2.8146 -3.8198 1.4297 -1.300
C 2.5212 -2.4532 1.9812 0.618
O 3.3337 -1.7170 2.4680 -0.489
O 1.2021 -2.1572 1.8646 0.413
H 3.8436 -3.8579 1.0800 0.395
H 2.1102 -4.1016 0.6516 0.269
H 2.6979 -4.5329 2.2482 0.282
Cl 0.6240 -2.6894 4.4550 -0.185
Ge -1.1804 -3.7841 3.0659 0.621
Cl -1.2559 -3.1274 0.7272 -0.299
Cl -0.1090 -5.6715 2.7201 -0.338

No. 4
16
Properties=species:S:1:pos:R:3:mulliken_charge:R:1 method="wB97M-V/def2-TZVPD" e_tot_ha=-665.18622 charge=+1 gap_ev=9.50 homo_ev=-13.294 relative_energy_ev=2.888
C 0.4990 -0.0936 0.9714 0.254
C -1.0966 -1.6275 0.2176 -0.587
C -1.0143 0.9100 -0.1831 -0.190
C -0.2492 1.1531 -1.4164 -0.887
N 0.1728 -1.3226 0.8364 -0.202
N 1.3632 0.5149 1.7213 -0.362
S -2.2575 -0.2873 0.1725 0.000
H -0.9976 -2.2549 -0.6495 0.407
H -1.5883 -2.3347 1.0075 0.372
H -1.4170 1.7741 0.3953 0.410
H -0.2204 0.3059 -2.1074 0.327
H 0.8106 1.3820 -1.3176 0.319
H -0.8103 1.9906 -1.9006 0.313
H 0.6383 -2.2159 1.1670 0.316
H 1.4244 1.5492 1.8045 0.272
H 2.1450 0.0827 2.2758 0.239